{"formula": "C44H115N9O13", "method": "ωB97M-V with the def2-TZVPD basis set", "total_charge": 1, "relative_energy_kj_mol": 425.4, "e_homo_ev": [-9.796, -9.796], "multiplicity": 2, "gap_ev": [7.1, 2.2], "s_squared": 0.755, "elements": ["C", "O", "C", "C", "N", "C", "C", "O", "C", "H", "H", "H", "H", "H", "H", "H", "H", "H", "H", "H", "H", "H", "H", "H", "C", "O", "C", "C", "N", "C", "C", "O", "C", "H", "H", "H", "H", "H", "H", "H", "H", "H", "H", "H", "H", "H", "H", "H", "C", "O", "C", "C", "N", "C", "C", "O", "C", "H", "H", "H", "H", "H", "H", "H", "H", "H", "H", "H", "H", "H", "H", "H", "C", "O", "C", "C", "N", "C", "C", "O", "C", "H", "H", "H", "H", "H", "H", "H", "H", "H", "H", "H", "H", "H", "H", "H", "C", "C", "C", "O", "C", "N", "H", "H", "H", "H", "H", "H", "H", "H", "H", "H", "H", "C", "C", "C", "O", "C", "N", "H", "H", "H", "H", "H", "H", "H", "H", "H", "H", "H", "C", "C", "C", "O", "C", "N", "H", "H", "H", "H", "H", "H", "H", "H", "H", "H", "H", "C", "C", "C", "O", "C", "N", "H", "H", "H", "H", "H", "H", "H", "H", "H", "H", "H", "C", "C", "C", "O", "C", "N", "H", "H", "H", "H", "H", "H", "H", "H", "H", "H", "H"], "xyz": [[-5.449, 11.159, 0.398], [-4.534, 10.115, 0.162], [-3.381, 10.483, -0.539], [-2.352, 9.437, -0.787], [-2.885, 8.628, -1.987], [-2.135, 7.331, -2.114], [-2.714, 6.080, -1.362], [-2.694, 6.178, 0.026], [-3.075, 5.072, 0.738], [-5.634, 11.430, 1.438], [-6.389, 10.674, 0.133], [-5.428, 12.148, -0.060], [-3.088, 11.366, 0.030], [-3.626, 10.875, -1.526], [-2.148, 8.846, 0.106], [-1.421, 9.974, -0.970], [-3.863, 8.385, -1.910], [-1.089, 7.301, -1.811], [-2.111, 7.061, -3.170], [-2.042, 5.305, -1.730], [-3.697, 5.863, -1.780], [-2.497, 4.148, 0.761], [-4.084, 4.666, 0.676], [-3.003, 5.450, 1.758], [-10.764, -0.339, -0.924], [-9.895, 0.825, -1.043], [-9.248, 0.971, -2.380], [-7.700, 0.557, -2.347], [-6.957, 1.305, -1.238], [-5.750, 0.686, -0.661], [-4.549, 0.232, -1.601], [-3.638, 1.372, -1.881], [-4.038, 2.402, -2.783], [-11.688, -0.140, -1.467], [-10.800, -0.798, 0.065], [-10.177, -1.112, -1.418], [-9.298, 2.008, -2.711], [-9.867, 0.424, -3.092], [-7.310, 0.702, -3.355], [-7.569, -0.461, -1.981], [-7.530, 1.791, -0.563], [-5.995, -0.227, -0.119], [-5.414, 1.431, 0.060], [-5.011, -0.177, -2.499], [-4.015, -0.519, -1.019], [-4.638, 2.085, -3.636], [-3.216, 3.068, -3.043], [-4.754, 3.139, -2.418], [6.581, -7.915, 1.964], [7.037, -6.628, 1.889], [6.242, -5.748, 2.453], [6.394, -4.414, 1.623], [5.747, -4.527, 0.302], [5.919, -3.201, -0.338], [5.401, -3.403, -1.812], [6.271, -4.260, -2.663], [5.907, -4.459, -3.996], [5.563, -8.052, 1.600], [6.754, -8.184, 3.006], [7.335, -8.373, 1.324], [6.632, -5.597, 3.460], [5.207, -6.087, 2.495], [7.439, -4.176, 1.424], [6.135, -3.556, 2.243], [6.058, -5.312, -0.251], [6.943, -2.835, -0.411], [5.279, -2.543, 0.250], [5.262, -2.454, -2.330], [4.405, -3.846, -1.776], [6.392, -3.666, -4.565], [4.838, -4.481, -4.207], [6.283, -5.398, -4.404], [2.159, -4.906, 1.341], [1.473, -6.115, 1.407], [2.335, -7.293, 1.428], [1.549, -8.620, 1.490], [1.056, -9.037, 0.278], [0.116, -10.209, 0.351], [0.475, -11.427, 1.320], [1.573, -12.221, 0.937], [1.645, -13.544, 1.557], [2.888, -4.842, 2.150], [1.424, -4.108, 1.444], [2.644, -4.795, 0.371], [3.008, -7.075, 2.257], [2.968, -7.274, 0.541], [0.643, -8.327, 2.021], [2.004, -9.377, 2.129], [1.790, -9.508, -0.231], [0.176, -10.716, -0.612], [-0.915, -9.958, 0.600], [-0.423, -12.043, 1.267], [0.555, -11.170, 2.376], [2.666, -13.802, 1.275], [0.990, -14.282, 1.094], [1.657, -13.636, 2.643], [-0.743, -0.570, -0.345], [0.100, 0.230, 0.624], [1.388, 0.946, 0.094], [2.264, 0.083, -0.604], [3.014, -0.920, 0.145], [-0.738, 1.159, 1.289], [-1.541, -1.091, 0.185], [-0.177, -1.286, -0.940], [-1.287, 0.036, -1.069], [0.647, -0.521, 1.194], [1.924, 1.490, 0.871], [0.941, 1.619, -0.637], [3.728, -1.441, -0.492], [2.387, -1.701, 0.574], [3.528, -0.408, 0.959], [-1.182, 1.789, 0.636], [-1.510, 0.612, 1.642], [-4.771, 1.174, 4.519], [-5.051, 0.463, 3.193], [-4.442, -1.028, 3.004], [-2.990, -0.876, 2.707], [-2.315, -2.154, 2.950], [-6.467, 0.425, 2.971], [-5.152, 2.179, 4.706], [-3.733, 1.184, 4.853], [-5.258, 0.491, 5.214], [-4.631, 1.141, 2.449], [-4.822, -1.531, 2.115], [-4.646, -1.642, 3.882], [-2.648, -3.040, 2.409], [-2.173, -2.460, 3.987], [-1.333, -2.014, 2.499], [-6.730, 0.444, 1.996], [-6.793, 1.291, 3.375], [0.462, 0.967, 6.522], [-0.291, 1.461, 5.354], [0.219, 2.840, 4.871], [-0.305, 3.847, 5.813], [0.384, 5.143, 5.727], [-0.185, 0.452, 4.321], [0.181, -0.046, 6.812], [0.496, 1.611, 7.401], [1.536, 0.922, 6.339], [-1.299, 1.379, 5.761], [-0.032, 2.902, 3.813], [1.303, 2.854, 4.989], [0.123, 5.501, 4.731], [1.453, 4.929, 5.693], [0.160, 5.844, 6.531], [-0.331, 0.996, 3.482], [-0.949, -0.162, 4.566], [4.154, 0.570, -5.146], [4.478, 0.006, -3.745], [6.035, -0.101, -3.641], [6.550, -0.286, -2.287], [7.974, -0.533, -2.229], [3.881, 0.972, -2.838], [4.322, -0.244, -5.852], [4.635, 1.450, -5.573], [3.071, 0.648, -5.235], [3.981, -0.940, -3.530], [6.572, 0.747, -4.067], [6.272, -0.970, -4.255], [8.195, -1.558, -2.524], [8.238, -0.480, -1.173], [8.574, 0.164, -2.815], [2.909, 0.719, -2.727], [4.313, 0.770, -1.948], [2.811, 4.295, -2.716], [1.476, 4.356, -3.340], [1.331, 5.543, -4.364], [1.544, 6.709, -3.684], [2.103, 7.753, -4.469], [1.257, 3.170, -4.155], [2.780, 3.514, -1.956], [2.809, 5.234, -2.163], [3.656, 4.057, -3.362], [0.646, 4.296, -2.635], [0.312, 5.615, -4.744], [1.951, 5.403, -5.249], [2.525, 8.501, -3.799], [1.330, 8.343, -4.961], [2.959, 7.638, -5.134], [1.377, 2.320, -3.623], [1.941, 3.004, -4.879]]}